Record 1
This record from the Open Molecules 2025 dataset describes a 8-piece molecular cluster, H16O8 overall at a distorted geometry. The level of theory is ωB97M-V/def2-TZVPD.

2S+1: 2
total charge: +1
<S²>: 0.757
energy: -16628.4802 eV

Structure (XYZ):
```
24
Properties=species:S:1:pos:R:3:forces:R:3
O -17.1963 1.0632 17.3899 0.223 -0.733 0.276
H -17.0942 1.5397 18.2138 -0.099 0.315 0.155
H -17.1379 1.7380 16.7136 0.020 0.204 -0.348
O -12.3232 1.9973 19.0384 0.069 -0.096 -0.402
H -11.5538 2.1046 19.5977 0.269 0.013 0.025
H -13.0567 1.9296 19.6496 -0.318 0.121 0.227
O -12.8341 -0.3162 21.1972 -0.330 0.055 -0.157
H -12.7244 -0.1702 22.1368 0.145 0.082 0.365
H -12.6683 -1.2514 21.0786 0.422 -0.448 -0.092
O -16.1278 -1.8209 17.0742 -0.049 -1.013 0.712
H -15.7240 -1.6291 16.2278 0.467 0.023 -0.961
H -16.3958 -0.9660 17.4115 -0.569 1.298 0.434
O -18.1382 -1.4694 20.4479 -0.143 -0.593 -0.241
H -17.3073 -1.0050 20.3474 1.206 0.105 -0.058
H -18.7615 -0.7920 20.7103 -0.733 0.352 0.215
O -15.2914 -0.5451 20.0670 -1.911 -0.276 -0.629
H -15.3434 0.2517 19.5390 0.311 0.344 -0.380
H -14.4091 -0.5301 20.4378 1.158 0.100 0.572
O -14.5889 2.2571 20.8917 -0.058 0.087 -0.371
H -15.3455 1.6788 20.9879 -0.233 -0.047 0.298
H -14.0858 2.1301 21.6961 0.147 0.120 0.314
O -14.9091 -2.7286 22.5318 -0.079 0.050 -0.307
H -14.0247 -3.0199 22.7536 0.198 -0.288 0.192
H -14.8901 -1.7809 22.6649 -0.115 0.224 0.160
```
Forces are in eV/Å.

Record 2
This record from the Open Molecules 2025 dataset describes C3H4AuLiO4 as an isolated structure at a distorted geometry. The level of theory is ωB97M-V/def2-TZVPD.

2S+1: 4
total charge: +3
<S²>: 3.768
energy: -15215.3822 eV

Structure (XYZ):
```
13
Properties=species:S:1:pos:R:3:forces:R:3
H -3.7448 1.4001 0.8564 0.006 -0.079 -0.137
C -3.6320 0.6596 0.0627 -2.269 0.591 0.740
C -3.4898 -0.7763 0.0598 -1.398 -0.290 0.419
O -2.3854 0.1501 -0.2744 -4.902 0.367 -2.434
H -3.3270 -1.3162 0.9957 -0.109 0.033 0.035
H -3.8243 -1.3536 -0.8035 0.222 -0.062 -0.081
O 0.9039 -0.1206 0.3464 12.638 -2.086 -0.105
C 2.0023 0.1854 -0.2510 1.920 -1.669 6.966
O 2.6285 1.2447 0.0676 -0.041 1.787 -2.086
Au -0.6625 0.2448 -0.0308 -8.407 2.336 -1.298
H 3.6574 0.2430 0.2653 -0.079 -2.434 -0.527
Li 1.9046 -2.3772 0.3363 0.270 -1.334 0.357
O 2.8961 -0.7663 -0.0296 2.149 2.841 -1.849
```
Forces are in eV/Å.

Record 3
This record from the Open Molecules 2025 dataset describes a 2-piece molecular cluster, C5H13NO overall. The level of theory is ωB97M-V/def2-TZVPD.

energy: -8929.6098 eV

Structure (XYZ):
```
20
Properties=species:S:1:pos:R:3:forces:R:3
C 0.3169 0.4818 0.4437 0.219 0.360 -0.057
C -0.2563 0.9662 -0.7734 0.269 0.242 0.068
C -1.2590 -1.9818 -1.1889 -0.026 -0.040 -0.041
C 1.3657 -0.5891 0.4237 -0.022 0.087 -0.038
C -0.3835 0.7379 1.7428 0.032 0.034 -0.069
N 0.9059 1.9204 -0.2561 -0.350 -0.526 0.098
O -1.4730 -0.9482 -0.3222 0.061 -0.087 -0.031
H 1.7971 1.9049 -0.7351 -0.138 -0.055 0.056
H 0.6578 2.8118 0.1532 -0.016 -0.152 -0.037
H -1.2160 1.4571 -0.7455 0.026 0.012 0.037
H 0.0104 0.5033 -1.7128 0.011 -0.030 0.033
H -2.1904 -2.4770 -1.5365 0.089 0.044 0.028
H -0.7312 -1.6869 -2.1372 -0.029 0.014 0.077
H -0.6322 -2.8098 -0.7737 -0.057 0.085 -0.003
H 1.8333 -0.6881 -0.5565 -0.029 0.020 0.008
H -0.9614 1.6632 1.7235 0.022 -0.025 -0.032
H -1.0848 -0.0927 1.8463 0.027 0.008 -0.027
H 2.1320 -0.4059 1.1796 -0.046 0.003 -0.018
H 0.8553 -1.5262 0.6430 -0.029 0.016 -0.008
H 0.3134 0.7593 2.5821 -0.015 -0.011 -0.045
```
Forces are in eV/Å.

Let's list energy above the lowest of the compared OMol25 structures with the same formula, charge and spin in order: 147.3, 366.7, 424.6 kJ/mol.